Entry 1:
{"formula": "C9H14O", "method": "wB97M-V/def2-TZVPD", "smiles": "Cc1ccc(O)cc1.CC", "de_lowest_kcal_mol": 10.0, "energy_ev": -11607.2051, "orbital_gap_ha": 0.34020, "homo_energy_ev": -8.43, "total_charge": 0, "species": ["C", "C", "C", "C", "C", "O", "C", "C", "H", "H", "H", "H", "H", "H", "H", "H", "C", "C", "H", "H", "H", "H", "H", "H"], "positions_angstrom": [[-0.0839, -0.8597, -3.2748], [0.1399, 0.1518, -2.1873], [-0.8346, 0.3778, -1.2178], [-0.5934, 1.2576, -0.1716], [0.5819, 1.9831, -0.0984], [0.7878, 2.9152, 0.8727], [1.5229, 1.8419, -1.0980], [1.2822, 0.9224, -2.1236], [0.7474, -1.5574, -3.2931], [-0.1046, -0.3617, -4.2400], [-1.0440, -1.3431, -3.1648], [-1.8286, -0.0623, -1.2944], [-1.3462, 1.3601, 0.5968], [0.2239, 2.7161, 1.6447], [2.4404, 2.4078, -1.1529], [2.0557, 0.8794, -2.8835], [0.0878, -1.8100, 3.3629], [-1.0424, -1.3391, 2.4189], [0.0139, -2.8551, 3.6323], [1.0527, -1.6822, 2.8517], [0.1306, -1.1230, 4.2000], [-1.6444, -0.5323, 2.8460], [-1.8130, -2.1145, 2.3708], [-0.7318, -1.1728, 1.4034]], "lowdin_charge": [-0.053, -0.294, -0.051, -0.043, -0.340, 0.042, -0.010, -0.049, 0.079, 0.077, 0.070, 0.116, 0.109, 0.114, 0.115, 0.114, -0.155, -0.167, 0.056, 0.062, 0.054, 0.060, 0.058, 0.036]}

Entry 2:
{"formula": "C18H17NO2", "method": "wB97M-V/def2-TZVPD", "smiles": "CC(C)CNC(=O)c1cccc2c1-c1ccccc1C2=O", "de_lowest_kcal_mol": 342.3, "energy_ev": -24513.1527, "orbital_gap_ha": 0.30048, "homo_energy_ev": -9.06, "total_charge": 0, "species": ["C", "C", "C", "C", "N", "C", "O", "C", "C", "C", "C", "C", "C", "C", "C", "C", "C", "C", "C", "C", "O", "H", "H", "H", "H", "H", "H", "H", "H", "H", "H", "H", "H", "H", "H", "H", "H", "H"], "positions_angstrom": [[-0.7268, 3.8378, -1.0465], [-0.9230, 2.8422, -0.2404], [-1.3937, 1.3853, -0.7609], [-0.1246, 2.4733, 0.8506], [-0.3657, 1.6151, 1.8291], [0.2842, 0.4725, 2.1000], [-0.4710, -0.2380, 3.1402], [1.1947, -0.0922, 1.1709], [2.4217, 0.3326, 1.4919], [3.3894, 0.0624, 0.5631], [3.3251, -1.1038, -0.2911], [2.1629, -1.5538, -0.3833], [0.9874, -1.2543, 0.4816], [-0.3544, -1.9029, 0.0064], [-1.4722, -1.9396, 0.6872], [-2.4149, -2.9281, 0.1459], [-2.3079, -3.6087, -1.0214], [-0.6829, -3.6284, -1.5388], [0.0456, -2.7070, -0.9958], [1.4488, -2.7390, -1.2428], [1.9507, -3.1212, -2.4853], [-1.5476, 4.1369, -1.7794], [0.0399, 3.6453, -1.6975], [-0.4450, 4.8230, -0.6660], [-1.9175, 3.1629, 0.4704], [-0.5195, 0.9355, -1.2485], [-2.3460, 1.6219, -1.5834], [-1.7784, 0.6762, -0.1698], [0.3892, 3.5938, 1.1059], [0.8839, 2.0080, 0.5674], [-1.2119, 2.0412, 2.6189], [2.6661, 1.1660, 2.0177], [4.3951, 0.2056, 0.8041], [3.9436, -1.4247, -0.9585], [-1.7306, -1.3241, 1.3299], [-3.4876, -2.8243, 0.5196], [-2.7704, -4.3171, -1.4222], [-0.5368, -4.3300, -2.3694]], "lowdin_charge": [-0.153, -0.523, -0.006, -0.360, 0.040, -0.246, -0.147, -0.196, -0.024, 0.012, -0.003, -0.062, 0.067, -0.123, 0.026, -0.049, 0.065, 0.121, -0.266, -0.065, -0.036, 0.135, 0.076, 0.109, 0.202, 0.081, 0.156, -0.008, 0.190, 0.145, 0.289, 0.110, 0.094, 0.080, 0.024, 0.127, -0.002, 0.123]}

Entry 3:
{"formula": "C6H10O", "method": "wB97M-V/def2-TZVPD", "smiles": "C[C@H]1CC=CCO1", "de_lowest_kcal_mol": 7.6, "energy_ev": -8430.9128, "orbital_gap_ha": 0.38378, "homo_energy_ev": -9.30, "total_charge": 0, "species": ["C", "C", "C", "C", "C", "C", "O", "H", "H", "H", "H", "H", "H", "H", "H", "H", "H"], "positions_angstrom": [[0.0000, -1.6262, -1.5413], [0.1455, -0.7427, -0.3168], [0.9138, 0.5507, -0.6110], [0.6562, 1.5771, 0.4597], [-0.2110, 1.3584, 1.4429], [-1.1676, 0.2003, 1.3908], [-1.1650, -0.4384, 0.1338], [0.9812, -1.9429, -1.9111], [-0.5130, -1.0764, -2.3380], [-0.5909, -2.5149, -1.3013], [0.6697, -1.2975, 0.4825], [0.6305, 0.9457, -1.5966], [1.9897, 0.3251, -0.6663], [1.1682, 2.5335, 0.4008], [-0.3320, 2.0774, 2.2508], [-0.9979, -0.5331, 2.1987], [-2.1774, 0.6041, 1.5226]], "lowdin_charge": [-0.043, -0.415, -0.145, -0.094, -0.079, -0.213, -0.111, 0.084, 0.085, 0.082, 0.152, 0.120, 0.123, 0.101, 0.103, 0.125, 0.126]}

Entry 4:
{"formula": "C42H112N11O4", "method": "wB97M-V/def2-TZVPD", "energy_ev": -69910.4083, "orbital_gap_ha": [0.19951, 0.13972], "homo_energy_ev": [-15.18, -15.18], "total_charge": 4, "spin_multiplicity": 2, "species": ["N", "H", "H", "H", "H", "N", "H", "H", "H", "H", "N", "H", "H", "H", "H", "N", "H", "H", "H", "H", "N", "H", "H", "H", "H", "C", "C", "C", "O", "C", "C", "C", "O", "O", "O", "H", "H", "C", "C", "N", "C", "C", "C", "C", "H", "H", "H", "H", "H", "H", "H", "H", "H", "H", "H", "H", "H", "H", "H", "C", "C", "N", "C", "C", "C", "C", "H", "H", "H", "H", "H", "H", "H", "H", "H", "H", "H", "H", "H", "H", "H", "C", "C", "N", "C", "C", "C", "C", "H", "H", "H", "H", "H", "H", "H", "H", "H", "H", "H", "H", "H", "H", "H", "C", "C", "N", "C", "C", "C", "C", "H", "H", "H", "H", "H", "H", "H", "H", "H", "H", "H", "H", "H", "H", "H", "C", "C", "N", "C", "C", "C", "C", "H", "H", "H", "H", "H", "H", "H", "H", "H", "H", "H", "H", "H", "H", "H", "C", "C", "N", "C", "C", "C", "C", "H", "H", "H", "H", "H", "H", "H", "H", "H", "H", "H", "H", "H", "H", "H"], "positions_angstrom": [[-20.8360, -12.2319, 16.4424], [-21.5477, -12.5511, 17.0840], [-21.1655, -11.4908, 15.8406], [-20.4276, -12.8290, 15.7376], [-20.0993, -11.7409, 16.9286], [-17.8976, -11.3564, 14.6672], [-18.2168, -11.1341, 15.5993], [-16.9438, -11.6748, 14.7622], [-17.9231, -10.5488, 14.0611], [-18.5355, -12.0750, 14.3560], [-20.6313, -8.0938, 13.3414], [-21.3746, -7.4642, 13.6083], [-20.2897, -7.8203, 12.4312], [-20.7976, -9.0891, 13.3826], [-19.8476, -8.0642, 13.9778], [-22.3310, -13.5625, 7.4357], [-22.1871, -12.5659, 7.3571], [-23.3068, -13.8232, 7.4376], [-21.9361, -13.8124, 8.3311], [-21.6941, -14.0540, 6.8251], [-21.7234, -8.8295, 9.0013], [-21.2674, -8.9445, 8.1075], [-22.5423, -8.2399, 8.9590], [-21.1445, -8.2969, 9.6349], [-22.0383, -9.6349, 9.5231], [-20.3442, -13.6352, 11.9911], [-20.3847, -12.7698, 13.1844], [-21.2016, -11.3784, 13.0470], [-21.1552, -10.6336, 14.0405], [-21.8597, -11.1472, 11.8523], [-21.6932, -11.9501, 10.7803], [-20.8868, -13.2614, 10.8153], [-21.0495, -14.1609, 9.9406], [-22.1902, -11.4873, 9.6815], [-19.7497, -13.0805, 14.2300], [-19.9875, -14.6452, 12.1300], [-22.4094, -10.2228, 11.7535], [-18.3624, -11.2780, 9.2445], [-17.9846, -10.2416, 8.1653], [-16.8818, -9.4055, 8.6054], [-16.7686, -8.2993, 7.6627], [-17.8559, -7.1487, 7.7449], [-15.7768, -10.3467, 8.4026], [-14.4460, -9.8348, 8.9298], [-18.5068, -10.6922, 10.1522], [-17.6431, -12.0221, 9.5866], [-19.1956, -11.9082, 8.9337], [-17.9947, -10.6671, 7.1618], [-18.7904, -9.5085, 8.1276], [-15.8581, -7.7718, 7.9469], [-16.5878, -8.6351, 6.6416], [-17.4841, -6.3137, 8.3388], [-17.9641, -6.7046, 6.7554], [-18.8208, -7.5268, 8.0826], [-15.7134, -10.6251, 7.3506], [-15.8765, -11.3114, 8.8999], [-14.1840, -8.7969, 8.7243], [-13.6404, -10.4027, 8.4642], [-14.3289, -9.9853, 10.0030], [-27.7324, -14.5615, 7.7518], [-26.3561, -14.9965, 7.2478], [-25.2431, -14.0470, 7.4218], [-25.3314, -12.9446, 6.4713], [-24.9002, -13.2774, 5.0587], [-25.1656, -13.6127, 8.7963], [-24.6211, -14.6829, 9.7414], [-28.1797, -13.6689, 7.3145], [-27.8196, -14.5554, 8.8383], [-28.4304, -15.3518, 7.4757], [-26.0700, -15.9396, 7.7134], [-26.4225, -15.1598, 6.1721], [-24.7027, -12.1470, 6.8671], [-26.3415, -12.6176, 6.2247], [-23.9145, -13.7409, 5.0998], [-24.8758, -12.4164, 4.3907], [-25.6550, -13.9388, 4.6332], [-24.5581, -12.7091, 8.8463], [-26.0988, -13.1855, 9.1633], [-25.4144, -15.3574, 10.0638], [-23.7730, -15.2663, 9.3831], [-24.1629, -14.3806, 10.6831], [-24.7838, -7.3686, 6.4679], [-25.7179, -8.3037, 7.2104], [-25.4925, -8.1540, 8.6827], [-25.9585, -6.8739, 9.2128], [-25.0080, -6.3386, 10.2850], [-26.2444, -9.2308, 9.3088], [-25.7145, -9.4820, 10.6783], [-24.9331, -6.3056, 6.6578], [-25.0795, -7.3598, 5.4188], [-23.7696, -7.7579, 6.5559], [-26.7212, -8.1568, 6.8106], [-25.4585, -9.3120, 6.8876], [-25.9264, -6.1574, 8.3921], [-26.9638, -6.9097, 9.6325], [-25.0469, -6.6650, 11.3242], [-23.9943, -6.3104, 9.8854], [-25.2016, -5.2659, 10.2801], [-26.0208, -10.2004, 8.8638], [-27.3088, -9.0333, 9.1814], [-24.6292, -9.5743, 10.6351], [-26.1394, -10.3345, 11.2080], [-25.8769, -8.6026, 11.3015], [-22.9217, -6.9356, 17.2480], [-22.0930, -7.3904, 15.9988], [-22.7050, -6.9948, 14.7088], [-24.0358, -7.4957, 14.4582], [-24.0760, -9.0214, 14.4248], [-22.7246, -5.5524, 14.5852], [-22.7410, -5.2407, 13.0697], [-23.7680, -7.6072, 17.3926], [-23.4369, -5.9774, 17.1809], [-22.3149, -6.9451, 18.1534], [-21.1297, -6.8805, 15.9820], [-21.9642, -8.4621, 15.8474], [-24.7248, -7.1626, 15.2343], [-24.5414, -7.1804, 13.5454], [-23.9776, -9.4517, 15.4215], [-24.9482, -9.4186, 13.9056], [-23.2754, -9.4450, 13.8184], [-21.8182, -5.1166, 15.0054], [-23.5587, -4.9993, 15.0171], [-22.0667, -5.8751, 12.4943], [-22.4691, -4.2254, 12.7809], [-23.7368, -5.4323, 12.6701], [-21.8534, -16.4722, 13.9934], [-20.7489, -16.6271, 15.1355], [-20.8699, -17.8084, 16.0657], [-20.8206, -19.1479, 15.5463], [-19.4464, -19.5693, 15.0360], [-20.1612, -17.5544, 17.3358], [-20.3489, -18.5629, 18.4166], [-21.6910, -17.2481, 13.2452], [-21.6286, -15.5286, 13.4962], [-22.8352, -16.5522, 14.4601], [-19.8178, -16.8175, 14.6018], [-20.5448, -15.6756, 15.6264], [-21.2268, -19.8430, 16.2812], [-21.4778, -19.2401, 14.6817], [-19.1985, -19.0006, 14.1398], [-18.6271, -19.1997, 15.6528], [-19.3301, -20.6214, 14.7761], [-20.2941, -16.5730, 17.7911], [-19.1031, -17.4742, 17.0864], [-19.8115, -19.4912, 18.2228], [-21.4120, -18.7343, 18.5861], [-20.1112, -18.2786, 19.4416], [-14.7333, -17.3607, 9.7251], [-15.7609, -17.6273, 10.8690], [-17.1718, -17.3553, 10.3649], [-17.4037, -15.9016, 10.1618], [-16.9226, -14.9512, 11.3476], [-18.2977, -17.7958, 11.2772], [-19.5713, -18.0005, 10.4246], [-14.7738, -16.3046, 9.4583], [-15.1428, -17.8934, 8.8668], [-13.7960, -17.7090, 10.1590], [-15.7772, -18.6645, 11.2035], [-15.5273, -17.1124, 11.8009], [-16.8299, -15.6309, 9.2754], [-18.4506, -15.7675, 9.8896], [-15.8408, -14.8925, 11.2281], [-17.4022, -13.9726, 11.3279], [-17.1757, -15.4546, 12.2807], [-18.5176, -17.0337, 12.0248], [-18.1641, -18.7054, 11.8627], [-19.4724, -17.9535, 9.3401], [-20.3344, -17.2501, 10.6313], [-20.0920, -18.9308, 10.6517]], "lowdin_charge": [0.321, 0.161, 0.090, 0.057, 0.139, 0.342, 0.134, 0.163, 0.148, 0.039, 0.317, 0.056, 0.136, 0.045, 0.138, 0.331, 0.126, 0.064, 0.060, 0.156, 0.354, 0.146, 0.114, 0.132, 0.063, 0.013, -0.242, -0.327, -0.096, -0.018, -0.295, -0.347, 0.013, -0.060, -0.127, 0.111, 0.104, -0.078, -0.289, -0.165, -0.229, -0.053, -0.275, -0.074, 0.062, 0.053, 0.060, 0.129, 0.065, 0.104, 0.125, 0.072, 0.079, 0.021, 0.123, 0.101, 0.069, 0.084, 0.070, -0.071, -0.207, -0.218, -0.280, -0.073, -0.284, -0.067, 0.079, 0.070, 0.087, 0.120, 0.111, 0.095, 0.120, 0.064, 0.088, 0.081, 0.083, 0.112, 0.079, 0.070, 0.063, -0.091, -0.246, -0.179, -0.228, -0.092, -0.278, -0.093, 0.074, 0.085, 0.056, 0.129, 0.100, 0.108, 0.131, 0.036, 0.059, 0.084, 0.100, 0.134, 0.053, 0.086, 0.052, -0.040, -0.216, -0.265, -0.229, -0.063, -0.233, -0.062, 0.072, 0.083, 0.082, 0.106, 0.084, 0.128, 0.103, 0.074, 0.081, 0.034, 0.125, 0.131, 0.048, 0.092, 0.048, -0.010, -0.133, 0.039, -0.172, -0.018, -0.202, -0.062, 0.075, 0.051, 0.088, 0.121, 0.102, 0.140, 0.136, 0.060, 0.087, 0.113, 0.130, 0.144, 0.096, 0.100, 0.103, -0.057, -0.236, -0.153, -0.232, -0.078, -0.241, -0.090, 0.055, 0.084, 0.083, 0.108, 0.091, 0.100, 0.087, 0.065, 0.035, 0.048, 0.065, 0.098, 0.082, 0.040, 0.067]}

What did the first record say?
{"formula": "C9H14O", "method": "wB97M-V/def2-TZVPD", "smiles": "Cc1ccc(O)cc1.CC", "de_lowest_kcal_mol": 10.0, "energy_ev": -11607.2051, "orbital_gap_ha": 0.34020, "homo_energy_ev": -8.43, "total_charge": 0, "species": ["C", "C", "C", "C", "C", "O", "C", "C", "H", "H", "H", "H", "H", "H", "H", "H", "C", "C", "H", "H", "H", "H", "H", "H"], "positions_angstrom": [[-0.0839, -0.8597, -3.2748], [0.1399, 0.1518, -2.1873], [-0.8346, 0.3778, -1.2178], [-0.5934, 1.2576, -0.1716], [0.5819, 1.9831, -0.0984], [0.7878, 2.9152, 0.8727], [1.5229, 1.8419, -1.0980], [1.2822, 0.9224, -2.1236], [0.7474, -1.5574, -3.2931], [-0.1046, -0.3617, -4.2400], [-1.0440, -1.3431, -3.1648], [-1.8286, -0.0623, -1.2944], [-1.3462, 1.3601, 0.5968], [0.2239, 2.7161, 1.6447], [2.4404, 2.4078, -1.1529], [2.0557, 0.8794, -2.8835], [0.0878, -1.8100, 3.3629], [-1.0424, -1.3391, 2.4189], [0.0139, -2.8551, 3.6323], [1.0527, -1.6822, 2.8517], [0.1306, -1.1230, 4.2000], [-1.6444, -0.5323, 2.8460], [-1.8130, -2.1145, 2.3708], [-0.7318, -1.1728, 1.4034]], "lowdin_charge": [-0.053, -0.294, -0.051, -0.043, -0.340, 0.042, -0.010, -0.049, 0.079, 0.077, 0.070, 0.116, 0.109, 0.114, 0.115, 0.114, -0.155, -0.167, 0.056, 0.062, 0.054, 0.060, 0.058, 0.036]}